This record from the Open Molecules 2025 dataset describes a cluster of 16 separate species, C22H5Cl60N3O3 in total. The level of theory is the ωB97M-V functional and the def2-TZVPD basis.

Output
**E_LUMO**: -0.345 eV
**Orbital gap**: 10.5137 eV
**Total charge**: 0

```
93
Properties=species:S:1:pos:R:3:forces:R:3:lowdin_charge:R:1
N 1.42692 1.19939 0.09193 0.00 0.16 0.11 0.214
C 0.76492 1.82176 -0.60857 0.10 0.03 -0.73 -0.204
C -0.06809 2.52530 -1.62229 -0.17 -0.06 1.12 -0.205
C -0.73133 3.77154 -0.96138 0.18 0.53 -0.28 -0.073
C -0.30434 5.03365 -1.70986 -0.39 -0.23 0.20 -0.480
O 0.39949 5.86918 -1.24417 0.09 0.12 -0.04 0.167
O -0.85333 5.15001 -2.98425 0.36 -0.42 0.29 0.025
C -1.09023 1.49547 -2.19109 0.64 -0.48 0.35 -0.276
C -1.59771 0.66654 -1.06729 0.00 -0.27 -0.74 -0.159
N -1.89963 -0.11454 -0.28367 -0.47 0.60 -0.07 0.111
N -0.37539 0.59711 -3.14395 -1.43 1.43 -0.20 0.156
C -0.35137 1.04076 -4.29565 1.34 -0.96 0.37 -0.412
O -0.06865 1.30954 -5.38653 -0.74 0.34 -0.11 0.102
H 0.63343 2.84313 -2.39710 -0.22 -0.15 -0.21 0.153
H -1.82371 3.73670 -0.96072 0.06 -0.23 -0.12 0.115
H -0.40644 3.88280 0.06961 -0.01 -0.07 -0.16 0.028
H -0.22218 4.77406 -3.61392 -0.08 0.30 -0.25 0.097
H -1.92607 1.99068 -2.69633 0.58 -0.25 0.46 0.004
C -0.60472 3.11863 3.29262 0.03 -0.05 0.11 -1.990
Cl -0.06335 4.58540 2.45115 -0.10 0.04 0.15 0.548
Cl -1.30526 2.00769 2.12057 -0.06 -0.09 -0.02 0.557
Cl 0.77116 2.35319 4.08349 -0.06 -0.02 -0.06 0.512
Cl -1.82423 3.53300 4.50193 0.39 0.47 -0.15 0.510
C -4.72156 0.09915 4.50732 -0.04 -0.02 0.12 -2.031
Cl -6.44598 0.42560 4.27807 0.03 0.00 0.02 0.524
Cl -4.51881 -1.31137 5.55170 -0.02 0.04 -0.04 0.499
Cl -3.97438 -0.22442 2.94376 0.03 0.05 0.01 0.514
Cl -3.95770 1.50241 5.27913 -0.33 -0.47 -0.09 0.487
C -4.26907 4.48593 -4.28357 0.03 0.11 -0.11 -1.987
Cl -5.83287 3.86210 -4.79184 -0.01 0.03 0.02 0.551
Cl -3.45532 3.25741 -3.28823 -0.62 0.29 -0.12 0.605
Cl -3.26456 4.81139 -5.69866 -0.24 0.11 0.11 0.506
Cl -4.47369 5.96035 -3.34079 0.02 -0.37 -0.11 0.526
C 3.66478 0.95005 6.49598 0.00 0.01 0.01 -2.051
Cl 4.92169 -0.02949 7.25982 -0.02 0.02 -0.02 0.529
Cl 2.07370 0.31637 6.93539 0.02 0.01 -0.01 0.516
Cl 3.80717 2.62399 7.04435 -0.08 -0.10 0.06 0.506
Cl 3.85427 0.88825 4.73926 0.00 0.00 0.02 0.506
C -6.37098 8.42474 -0.19200 -0.02 -0.03 0.05 -2.050
Cl -8.05341 8.69125 -0.65756 0.04 -0.01 0.00 0.529
Cl -6.23989 6.91321 0.71429 0.00 0.02 -0.03 0.524
Cl -5.36834 8.32210 -1.64698 -0.06 0.29 0.13 0.484
Cl -5.81399 9.76645 0.81085 -0.01 -0.03 -0.03 0.531
C 0.84119 -2.94679 1.66774 -0.03 0.07 -0.05 -2.043
Cl -0.33037 -1.90130 0.86392 0.30 -0.33 0.29 0.541
Cl 2.46253 -2.26380 1.49109 -0.02 -0.02 0.00 0.506
Cl 0.44062 -3.07200 3.38783 0.01 0.00 -0.02 0.511
Cl 0.80177 -4.55989 0.93601 0.01 0.01 0.01 0.511
C 4.39605 5.79222 4.22739 -0.01 -0.07 0.00 -2.046
Cl 2.86136 5.10592 3.68736 0.15 0.11 0.03 0.485
Cl 5.48209 4.47767 4.68893 0.10 0.11 -0.08 0.503
Cl 5.12317 6.73355 2.91997 -0.02 -0.02 0.03 0.528
Cl 4.11252 6.84174 5.62259 0.01 -0.02 -0.01 0.523
C 2.89553 -1.98342 -4.20156 -0.02 -0.08 0.13 -2.026
Cl 3.20153 -3.30268 -5.33677 -0.01 0.05 0.01 0.508
Cl 4.32187 -0.94392 -4.10531 -0.02 -0.01 -0.01 0.531
Cl 1.51594 -1.02901 -4.76192 0.48 -0.44 -0.27 0.614
Cl 2.53750 -2.64323 -2.60257 0.00 0.04 -0.04 0.529
C -4.81178 0.23691 -6.40652 0.00 0.03 0.01 -2.046
Cl -6.04164 1.16618 -7.27245 0.04 -0.06 0.00 0.520
Cl -3.28754 1.14188 -6.40756 -0.02 -0.04 -0.02 0.517
Cl -5.33418 -0.02747 -4.73878 0.02 0.02 -0.02 0.520
Cl -4.57205 -1.31807 -7.20546 0.00 0.05 0.02 0.539
C -4.41049 -2.08339 9.38179 0.00 0.06 -0.07 -2.047
Cl -4.27075 -3.37495 8.18224 -0.23 0.16 -0.11 0.478
Cl -2.94301 -1.10026 9.35404 -0.02 -0.03 0.00 0.527
Cl -5.80786 -1.07044 9.00573 0.02 -0.03 0.03 0.524
Cl -4.61847 -2.78883 10.99154 0.00 0.00 -0.02 0.515
C -1.35492 -6.29065 9.25553 0.00 0.03 0.06 -2.040
Cl -0.86151 -5.65005 7.68054 0.00 -0.01 0.00 0.516
Cl -2.32990 -5.08342 10.09726 0.24 -0.24 0.18 0.493
Cl -2.31066 -7.75881 9.01725 0.02 0.02 -0.01 0.529
Cl 0.08315 -6.67531 10.20520 -0.24 0.26 0.27 0.501
C 4.05787 -5.63064 -9.00239 -0.09 0.08 0.00 -2.036
Cl 4.60558 -5.81821 -7.32040 -0.18 0.02 -0.15 0.472
Cl 4.75083 -4.14944 -9.66974 0.00 -0.03 0.03 0.530
Cl 4.55041 -7.00629 -9.98862 -0.03 0.03 0.07 0.521
Cl 2.29402 -5.51650 -9.01294 0.01 0.03 0.03 0.526
C 2.93385 -9.45356 8.35073 -0.02 -0.01 -0.06 -2.050
Cl 3.03923 -10.71017 7.11117 0.00 0.02 0.03 0.522
Cl 4.40330 -8.47184 8.32022 -0.02 -0.02 0.00 0.523
Cl 1.53334 -8.42483 8.04108 0.25 -0.24 -0.26 0.488
Cl 2.76413 -10.20902 9.94102 0.00 0.01 -0.02 0.520
C 8.37779 -8.59155 -8.48107 0.01 0.00 0.04 -2.048
Cl 9.68953 -8.76489 -7.30864 -0.03 0.00 -0.03 0.523
Cl 7.10017 -7.57865 -7.80180 0.30 -0.16 0.01 0.476
Cl 8.99976 -7.83897 -9.95512 -0.01 -0.01 0.02 0.521
Cl 7.71883 -10.18617 -8.86851 0.01 0.03 0.00 0.521
C 1.07136 4.35737 -7.62053 0.04 -0.06 -0.11 -2.043
Cl 1.55143 2.68951 -7.93781 -0.01 0.07 0.01 0.546
Cl -0.64606 4.40903 -7.19193 0.24 -0.09 -0.06 0.482
Cl 2.02255 5.00097 -6.27353 -0.02 0.00 0.03 0.524
Cl 1.34942 5.33900 -9.06110 -0.01 -0.01 0.06 0.539
```
Forces are in eV/Å.

=====

This record from the Open Molecules 2025 dataset describes a structure of composition C39H46F42N11O29S14. The level of theory is the ωB97M-V functional and the def2-TZVPD basis.

Output
**E_LUMO**: -0.820 eV
**Orbital gap**: 1.8995 eV
**Total charge**: -3
**ΔE to the lowest compared entry with this formula, charge and spin**: 14.2 kcal per mole

```
181
Properties=species:S:1:pos:R:3:forces:R:3:lowdin_charge:R:1
C -9.35672 -7.09342 -17.61962 1.01 -0.60 -0.95 -0.043
C -9.22823 -5.93699 -16.75444 -1.65 2.27 0.04 -0.295
C -9.79031 -4.60830 -17.43846 1.88 -0.09 2.44 -0.103
O -9.42411 -3.64892 -16.41008 -0.52 0.05 -0.02 -0.224
C -10.03350 -2.40391 -16.60498 -0.79 0.25 0.13 -0.125
N -10.10788 -6.13376 -15.48881 0.25 1.67 -1.45 0.225
H -9.73716 -6.92592 -14.98369 0.46 -1.26 0.86 0.048
H -9.99179 -5.26891 -14.98024 0.11 0.26 0.55 0.135
H -11.09577 -6.23534 -15.67284 -0.25 -0.37 -0.35 0.160
H -8.82957 -7.93220 -17.16504 -0.71 -0.52 -0.20 0.096
H -8.78393 -6.86669 -18.51883 -0.02 -0.16 -0.23 0.114
H -10.39521 -7.20665 -17.93076 0.09 -0.74 0.11 0.107
H -8.25912 -5.74506 -16.29394 0.07 -0.04 -0.41 0.118
H -10.86662 -4.67262 -17.59821 -0.19 0.03 0.02 0.127
H -9.28093 -4.19624 -18.30958 0.00 -1.03 -0.47 0.140
H -10.15184 -2.16520 -17.66192 0.34 0.15 -0.17 0.087
H -9.51904 -1.60042 -16.07788 0.36 -0.23 -0.13 0.089
H -11.04523 -2.42406 -16.19990 -0.35 0.01 0.10 0.081
C -5.52170 -6.34966 -17.45365 -1.67 -0.05 -1.70 -0.092
C -4.61414 -7.12991 -16.59160 1.38 0.02 2.09 -0.248
C -4.86512 -8.63670 -16.44635 0.68 -0.63 -0.08 -0.065
N -3.68641 -9.50798 -15.85114 0.30 -0.20 -1.13 -0.178
C -2.99440 -8.99629 -14.59307 1.28 -1.12 -0.12 -0.071
C -1.71440 -9.96110 -14.32240 -0.69 0.20 -0.22 -0.119
C -0.73682 -10.28136 -15.55189 -1.68 -0.02 1.91 -0.130
C -1.50155 -10.56428 -16.85644 1.20 0.36 1.35 -0.159
C -2.58493 -9.51859 -16.98554 -0.62 -1.04 -0.14 -0.089
C -4.27314 -10.94478 -15.64709 0.40 1.13 -1.04 0.080
H -5.15001 -5.38436 -17.79735 0.41 0.00 0.38 0.086
H -6.53163 -6.16104 -17.08957 0.09 -0.21 0.41 0.038
H -5.66063 -6.90885 -18.37891 -0.10 -0.03 -0.28 0.088
H -4.61772 -6.72903 -15.57800 -0.04 0.24 0.15 0.089
H -3.63058 -6.85798 -16.97467 0.30 -0.82 -0.03 0.095
H -5.04072 -9.04804 -17.44037 0.14 -0.27 0.02 0.127
H -5.72756 -8.93506 -15.85029 -0.08 0.52 0.16 0.097
H -2.68781 -7.95969 -14.73289 -0.01 -0.13 -0.47 0.089
H -3.67782 -8.97429 -13.74421 -0.08 -0.44 -0.14 0.098
H -1.09337 -9.62163 -13.49343 -0.04 1.08 -0.11 0.058
H -2.07661 -10.82953 -13.77218 -0.38 -0.57 -0.80 0.081
H -0.09957 -9.39833 -15.59954 0.15 0.01 -0.57 0.073
H -0.13778 -11.11810 -15.19256 0.16 -0.09 -0.30 0.110
H -0.76695 -10.44899 -17.65343 -0.35 0.33 -0.39 0.132
H -1.82355 -11.59742 -16.98699 -0.33 0.16 0.33 0.091
H -2.14425 -8.52180 -16.96784 -0.23 -0.01 -0.30 0.107
H -3.08304 -9.79557 -17.91466 -0.36 0.64 0.00 0.113
H -4.68568 -11.21729 -16.61850 -0.04 0.00 -0.04 0.108
H -5.09272 -10.90754 -14.92944 0.36 0.06 0.21 0.099
H -3.47403 -11.65988 -15.45174 -0.17 0.29 0.39 0.093
C 1.54782 -8.48383 -12.68820 0.17 0.40 0.44 0.048
N 1.29042 -7.21121 -11.96934 0.90 1.66 0.85 -0.041
C 1.90479 -6.04908 -12.44962 -2.25 0.06 2.38 0.086
C 1.72842 -4.80356 -11.72447 -0.42 -3.40 -0.60 0.081
C 0.95264 -4.87878 -10.54311 2.28 0.04 -0.17 -0.147
C 0.51967 -6.10541 -10.03565 -0.68 -0.85 0.05 0.033
C 0.67035 -7.29398 -10.71949 0.66 1.74 -3.41 0.073
C 0.88366 -3.64103 -9.71234 -1.18 -1.56 -0.36 -0.132
C 0.00366 -2.68336 -10.15351 0.08 0.75 -1.39 0.053
C -0.18793 -1.53062 -9.45779 -0.26 -0.98 0.99 0.033
N 0.42330 -1.45102 -8.24838 -1.46 2.72 -0.07 -0.082
C 1.23110 -2.37123 -7.76141 -0.25 -0.03 0.47 -0.009
C 1.42311 -3.52695 -8.45706 0.90 -0.54 0.81 0.060
C 0.11594 -0.25813 -7.38682 0.25 0.27 -0.44 0.036
H 0.77349 -9.19767 -12.40722 0.04 0.14 -0.37 0.076
H 2.49245 -8.78997 -12.23871 0.08 -0.49 -0.52 0.120
H 1.61893 -8.26103 -13.75282 -0.05 -0.34 0.02 0.099
H 2.42739 -6.10674 -13.39301 0.08 -0.07 -0.26 0.133
H 2.26227 -3.96074 -12.13806 -0.33 0.32 0.21 0.133
H -0.08604 -6.25931 -9.15483 0.04 0.69 0.38 0.122
H 0.17087 -8.23273 -10.53066 0.03 -0.35 0.51 0.117
H -0.49948 -2.86234 -11.09225 -0.16 0.20 -0.06 0.154
H -0.96913 -0.83631 -9.72995 0.34 0.38 0.16 0.151
H 1.58390 -2.12428 -6.77099 0.30 -0.45 0.02 0.153
H 1.93772 -4.32877 -7.94849 0.30 -0.11 -0.34 0.147
H -0.26688 -0.53366 -6.40416 0.09 -0.33 -0.21 0.108
H -0.62057 0.37345 -7.88358 0.03 -0.26 -0.03 0.098
H 1.02044 0.33999 -7.27623 0.02 -0.15 0.05 0.107
C -0.54245 -5.94889 -15.42812 0.29 -0.25 -0.40 -0.588
F -1.79722 -5.66428 -15.78680 0.64 -0.39 -0.39 0.135
F 0.00553 -4.81672 -15.00431 0.16 0.44 0.59 0.090
F -0.63812 -6.78752 -14.35676 0.50 0.19 -0.61 0.087
S 0.67615 -6.59187 -16.87325 -1.95 0.52 -5.11 0.647
O 1.66923 -7.46466 -16.34308 0.37 0.33 1.73 -0.298
O -0.13117 -7.17838 -17.93776 -0.06 0.74 2.37 -0.293
N 1.19956 -5.16221 -17.64087 -0.99 -0.98 2.32 -0.295
S 2.66325 -4.85030 -17.16372 2.15 -1.54 1.49 0.609
O 2.83596 -4.83095 -15.66629 0.00 0.38 -2.14 -0.414
O 3.57283 -5.71102 -17.92544 -0.17 1.95 1.06 -0.311
C 2.98328 -2.99576 -17.62892 0.20 -2.39 0.91 -0.648
F 4.29600 -2.69388 -17.38890 -1.39 0.01 -0.09 0.096
F 2.71441 -2.81133 -18.89197 -0.04 0.64 -0.44 0.167
F 2.17691 -2.27774 -16.84230 0.48 0.54 -0.33 0.113
C -8.16853 -6.83433 -11.88597 1.08 -3.03 -0.49 -0.632
F -7.17383 -6.30384 -11.17733 -0.43 1.50 -0.86 0.139
F -8.66595 -7.73697 -11.03709 -0.73 0.03 -0.69 0.136
F -9.15209 -6.05347 -12.33793 0.51 0.77 0.76 0.117
S -7.38881 -7.69036 -13.46955 2.86 -0.55 -0.12 0.758
O -6.75209 -6.57094 -14.20760 -2.24 -1.32 0.95 -0.328
O -6.38191 -8.70309 -13.00928 -3.38 2.41 -0.90 -0.293
N -8.81268 -8.25693 -14.27744 1.90 5.03 1.96 -0.341
S -8.81767 -9.77305 -14.22001 1.88 -5.13 -2.24 0.529
O -7.75117 -10.24097 -15.09913 -1.56 -0.12 0.32 -0.296
O -8.84206 -10.36803 -12.92861 -0.94 -0.05 0.81 -0.268
C -10.53220 -10.13881 -15.01848 0.51 -0.09 -0.31 -0.669
F -10.62568 -9.69048 -16.27125 0.68 -0.61 -0.17 0.130
F -10.89640 -11.41023 -14.89993 1.02 -0.32 -0.61 0.157
F -11.47294 -9.49583 -14.38032 -1.21 1.71 1.69 0.126
C 2.16103 -18.72707 -13.44998 -0.48 0.73 -1.19 -0.598
F 2.38156 -19.17322 -14.72269 -0.29 0.33 1.00 0.080
F 1.01872 -19.29632 -13.00343 0.87 0.55 -0.22 0.104
F 3.17925 -19.17337 -12.70620 -0.28 0.29 0.06 0.106
S 2.12808 -16.73982 -13.46685 1.08 -0.65 0.41 0.723
O 2.17015 -16.36396 -12.04000 -1.17 -0.79 -1.93 -0.339
O 3.38324 -16.34462 -14.12467 -2.04 -1.00 -0.06 -0.337
N 0.64801 -16.56909 -14.37282 5.17 -5.59 0.87 -0.292
S 0.26568 -15.15338 -14.19189 -5.19 4.80 1.72 0.475
O -0.48715 -15.02661 -12.93481 0.75 0.76 -1.27 -0.336
O 1.28613 -14.20337 -14.51205 0.42 0.94 -0.03 -0.311
C -1.18325 -14.94455 -15.47714 2.52 -1.05 0.16 -0.677
F -0.75745 -15.17188 -16.72480 -0.07 0.28 0.28 0.126
F -2.08230 -15.85273 -15.17950 -0.92 -0.27 0.17 0.147
F -1.67138 -13.72981 -15.37945 -0.31 0.55 0.09 0.147
C -2.53695 -4.47281 -24.12080 0.92 -1.41 0.18 -0.652
F -3.76198 -4.77947 -23.78140 -0.81 0.73 0.49 0.139
F -2.55819 -4.04586 -25.39595 0.27 0.41 0.43 0.106
F -1.99731 -3.50611 -23.30482 -0.95 -0.97 -1.13 0.088
S -1.50528 -6.08126 -24.00999 -2.02 -1.42 0.09 0.699
O -1.91523 -7.07480 -25.05310 0.20 2.96 2.57 -0.326
O -0.22823 -5.53037 -24.18905 2.69 0.88 0.07 -0.317
N -1.79213 -6.42031 -22.22129 0.78 1.40 -3.93 -0.266
S -2.47828 -7.80256 -22.42451 -3.28 -3.52 0.09 0.519
O -3.87860 -7.77762 -22.92381 1.97 0.34 1.15 -0.351
O -1.64413 -8.79459 -23.07907 -0.19 0.24 1.11 -0.330
C -2.68548 -8.40293 -20.59012 2.58 0.47 -1.12 -0.645
F -1.43201 -8.58849 -20.04608 -1.05 0.09 -0.43 0.074
F -3.30477 -7.53095 -19.80867 -0.59 0.38 0.28 0.123
F -3.30150 -9.55003 -20.58270 -0.54 -0.28 0.12 0.158
C -11.22549 -13.17571 -22.75205 2.42 1.14 1.14 -0.685
F -12.18464 -13.58285 -21.97425 -0.79 -1.24 1.00 0.149
F -10.14092 -14.00059 -22.75465 -1.46 0.08 -0.23 0.108
F -11.73616 -13.07840 -23.96080 0.34 0.28 -0.66 0.153
S -10.57735 -11.53524 -22.01710 1.91 0.73 -1.89 0.687
O -9.61694 -11.00599 -22.99038 -1.05 -1.47 1.05 -0.312
O -11.72777 -10.67684 -21.88728 -0.43 -0.87 0.84 -0.318
N -9.79154 -12.08527 -20.59271 -4.88 -4.17 -5.39 -0.278
S -9.22100 -10.88424 -20.00552 4.19 5.41 4.65 0.452
O -8.12831 -10.29158 -20.71320 0.01 0.94 -0.59 -0.291
O -10.18895 -9.97573 -19.37799 0.81 -0.52 -0.26 -0.340
C -8.22169 -11.65530 -18.60018 1.49 -0.07 -1.35 -0.659
F -9.02481 -11.72863 -17.59405 -1.20 -0.78 2.19 0.137
F -7.64952 -12.84732 -18.86702 -1.03 0.48 -0.06 0.122
F -7.17100 -10.87968 -18.22797 -0.58 0.41 -0.29 0.095
C -3.65226 -16.70823 -19.09554 0.42 0.01 -1.94 -0.598
F -3.82944 -17.42032 -18.01539 -0.45 -0.31 0.56 0.152
F -2.35219 -16.69525 -19.39020 -0.45 -0.11 0.08 0.116
F -4.28000 -17.39362 -20.17498 0.63 1.57 1.93 0.045
S -4.19812 -14.87554 -18.81369 -3.46 1.82 0.17 0.724
O -5.69174 -14.88160 -18.71878 3.44 -0.74 -0.98 -0.339
O -3.58731 -14.30616 -17.59770 -0.21 -1.85 -1.96 -0.330
N -3.64989 -14.16762 -20.27687 -2.59 -2.54 2.44 -0.295
S -2.44371 -13.32164 -19.85954 5.29 1.71 0.81 0.596
O -2.74836 -12.13837 -19.04447 0.38 -0.95 -0.85 -0.340
O -1.23451 -14.13424 -19.45434 -2.62 2.22 -1.16 -0.352
C -2.05058 -12.51220 -21.56893 -0.07 -0.66 0.90 -0.645
F -3.07736 -11.77756 -21.93607 -0.66 -0.49 -0.58 0.142
F -1.03245 -11.66022 -21.48366 0.48 -0.68 0.17 0.135
F -1.77563 -13.48646 -22.48444 -0.18 0.93 0.44 0.093
C 0.65131 -12.13198 -10.78284 -1.37 -1.71 -2.28 -0.676
F 1.16533 -11.25962 -11.67876 0.49 0.49 0.85 0.098
F 0.66890 -13.31360 -11.36654 0.07 -0.09 -0.13 0.137
F 1.35098 -12.27203 -9.68805 0.38 1.39 0.71 0.174
S -1.19710 -11.84740 -10.55627 -1.36 -2.76 2.25 0.692
O -2.00441 -12.32741 -11.69158 2.56 2.02 1.40 -0.257
O -1.40966 -12.60665 -9.32203 0.48 0.83 -1.20 -0.314
N -1.24192 -10.20689 -10.10808 2.09 -2.73 -1.00 -0.325
S -2.67490 -9.80447 -10.40278 -5.42 1.06 1.47 0.517
O -2.76356 -8.90917 -11.51022 0.05 1.33 -0.47 -0.304
O -3.77554 -10.78267 -10.32029 2.20 1.63 0.50 -0.292
C -2.96222 -8.67364 -8.75317 0.14 -1.02 -2.21 -0.608
F -2.15326 -7.58504 -8.75470 0.81 0.25 0.15 0.053
F -4.19059 -8.15140 -8.77642 -0.17 -0.54 0.55 0.114
F -2.71148 -9.36631 -7.63744 -0.48 0.47 -0.23 0.119
```
Forces are in eV/Å.

=====

Which of these has the lowest E_LUMO? C39H46F42N11O29S14